Entry 1:
Entry from OMol25: a molecular structure, C22H18AuBr2N3OS3 in a non-equilibrium geometry (the ωB97M-V functional and the def2-TZVPD basis).

XYZ file:
```
50
C22H18AuBr2N3OS3 | OMol25 | the ωB97M-V functional and the def2-TZVPD basis
Au -0.02 -0.04 0.14
C -1.72 -3.00 -0.21
C -0.25 -3.27 -0.12
C 0.25 -4.58 -0.08
C 1.60 -4.80 -0.01
C 2.49 -3.71 0.02
C 3.89 -3.81 0.08
Br 4.72 -5.53 0.08
C 4.68 -2.69 0.13
C 4.11 -1.43 0.12
Br 5.21 0.10 0.21
C 2.72 -1.22 0.03
O 2.20 -0.05 -0.02
C 1.91 -2.41 0.00
N 0.56 -2.23 -0.07
H -2.28 -3.93 -0.37
H -1.93 -2.32 -1.03
H -2.06 -2.52 0.71
H -0.44 -5.41 -0.11
H 2.00 -5.80 0.01
H 5.76 -2.79 0.18
S -3.37 3.13 0.25
C -4.16 1.62 0.12
C -5.45 1.66 -0.46
C -6.18 0.52 -0.67
C -5.65 -0.72 -0.30
C -4.41 -0.79 0.30
C -3.63 0.35 0.53
S -2.13 0.11 1.43
H -5.85 2.63 -0.73
H -7.16 0.59 -1.13
H -6.21 -1.62 -0.48
H -4.02 -1.74 0.62
C -1.67 3.03 4.63
C -0.41 2.72 3.90
C 0.80 2.42 4.49
C 1.88 2.11 3.64
N 1.75 2.11 2.32
C 0.58 2.40 1.78
S 0.32 2.38 0.07
N -0.47 2.72 2.56
C 3.22 1.77 4.19
H -1.54 3.00 5.70
H -2.44 2.31 4.33
H -2.03 4.02 4.34
H 0.92 2.42 5.56
H -1.39 2.85 2.08
H 3.24 1.83 5.27
H 3.96 2.45 3.76
H 3.50 0.76 3.88
```

Output
energy relative to the best compared isomer or geometry (same formula, charge and spin): 39.53 kcal per mole
DFT total energy: -7566.9176 Ha
lowest unoccupied orbital energy: -0.092 Ha
frontier orbital gap: 4.293 eV
total charge: 0

Atom charges from the natural (NBO) analysis, given in e for atoms 1 to 8: number 1, Au, carries 0.920; number 2, C, carries -0.664; number 3, C, carries 0.257; number 4, C, carries -0.260; number 5, C, carries -0.106; number 6, C, carries -0.138; number 7, C, carries -0.106; number 8, Br, carries 0.036


Entry 2:
Entry from OMol25: C4H4FNO3S in the gas phase (the ωB97M-V functional and the def2-TZVPD basis).

XYZ file:
```
14
C4H4FNO3S | OMol25 | the ωB97M-V functional and the def2-TZVPD basis
C -0.96 -0.84 -1.17
C -0.20 0.46 -1.31
F -1.08 1.47 -1.60
O 0.59 0.82 -0.19
C -0.07 1.26 0.92
O -0.50 2.35 1.09
O -0.17 0.35 1.93
N 0.45 -0.92 1.71
C 1.64 -0.95 2.00
S 3.16 -0.96 2.29
H -1.99 -0.64 -0.88
H -0.47 -1.52 -0.47
H -0.99 -1.33 -2.15
H 0.51 0.42 -2.14
```

Output
structure (SMILES): C[C@@H](F)OC(=O)ON=C=S
DFT total energy: -933.2627 Ha
lowest unoccupied orbital energy: -0.042 Ha
frontier orbital gap: 9.126 eV
total charge: 0

Atom charges from the natural (NBO) analysis, given in e for atoms 1 to 8: number 1, C, carries -0.690; number 2, C, carries 0.484; number 3, F, carries -0.345; number 4, O, carries -0.544; number 5, C, carries 0.968; number 6, O, carries -0.517; number 7, O, carries -0.345; number 8, N, carries -0.252


Number 1: highest occupied orbital energy -0.2499 hartree. Number 2: highest occupied orbital energy -0.3770 hartree.